Entry 1:
10
Properties=species:S:1:pos:R:3:forces:R:3:mulliken_charge:R:1 method="wB97M-V/def2-TZVPD" gap_ev=10.131 smiles=C#[N+][O-].C#CN homo_energy_ev=-9.6130 de_lowest_kcal_mol=126.4 charge=0
C -1.4042 -0.9811 -0.7979 -0.1016 -0.6911 -0.4653 -0.1248
N -1.5867 -1.9281 -1.4406 0.1154 0.6170 0.4198 0.4620
O -1.7928 -2.9112 -2.1100 0.0182 0.1824 0.1207 -0.6260
H -1.1343 -0.1239 -0.1995 -0.0483 -0.1896 -0.1290 0.3399
C 2.2362 0.6195 0.0927 -0.4978 0.1548 0.1651 -0.4965
C 1.1568 0.9886 0.4766 0.4721 -0.1382 -0.1499 0.1067
N -0.1050 1.3477 0.8675 0.1655 0.1224 0.0690 -0.5948
H 3.1978 0.3005 -0.2416 -0.1724 0.0505 0.0553 0.4180
H -0.3565 2.2830 0.5656 0.0310 -0.1056 0.0248 0.2588
H -0.2455 1.2570 1.8681 0.0180 -0.0027 -0.1104 0.2568



Entry 2:
16
Properties=species:S:1:pos:R:3:forces:R:3:mulliken_charge:R:1 method="wB97M-V/def2-TZVPD" gap_ev=11.361 homo_energy_ev=-14.9629 de_lowest_kcal_mol=17.3 charge=+1
O -1.9458 0.2084 -2.0298 0.0878 -0.2802 -0.1486 -0.4567
C -1.9772 -0.3252 -0.9576 -0.0126 0.4772 0.4761 0.0549
C -0.9718 0.0664 0.1249 0.1444 -0.3780 -0.1843 0.2853
C -0.4831 -1.0644 0.9972 0.5469 -0.7486 -0.1573 -1.4441
N 0.1317 0.8167 -0.5508 0.5196 -0.4375 0.1808 -0.2261
H -2.7514 -1.0321 -0.6272 -0.0589 -0.1020 -0.2376 0.3500
H -1.4527 0.7641 0.7757 -0.6384 0.6319 0.3076 0.2153
H 0.0592 -1.8367 0.4439 -0.0414 0.1260 -0.2076 0.4097
H -1.3062 -1.5878 1.4811 -0.1626 0.2404 0.0074 0.4013
H 0.1958 -0.7178 1.7698 -0.0449 0.1844 0.1570 0.3887
H 0.4129 1.6523 -0.0398 -0.1931 0.1638 -0.1587 0.3732
H -0.1454 1.0428 -1.5165 -0.1989 0.0839 0.0307 0.3490
H 1.0082 0.2710 -0.5513 -0.2400 0.1829 -0.0353 0.3126
H 3.2346 0.0487 -0.3602 0.6994 -0.0801 0.1520 0.3097
H 3.2470 0.9921 0.9030 0.3131 -0.2182 -0.0799 0.3130
O 2.7441 0.7013 0.1376 -0.7205 0.1539 -0.1023 -0.6356



Entry 3:
100
Properties=species:S:1:pos:R:3:forces:R:3:mulliken_charge:R:1 method="wB97M-V/def2-TZVPD" gap_ev=4.777 homo_energy_ev=-13.0658 de_lowest_kcal_mol=0.0 charge=+3
Sc -0.1981 -1.0328 -0.0792 -0.8385 1.7560 2.6159 -0.2820
C -1.5107 -4.0264 0.7847 0.0825 0.6636 1.0308 -1.0290
N -1.0578 -2.7137 1.4754 -0.7176 -1.3745 -0.7122 1.2502
C -0.0493 -3.0321 2.5109 1.4792 0.4636 -0.4271 -0.6579
C -2.2138 -2.0701 2.1543 -0.8354 -1.3436 0.2710 -1.0344
C -1.9561 -0.6074 2.5081 0.3454 -1.5971 1.7197 -0.9957
N -0.9228 -0.0902 1.6660 0.3114 -0.1234 -1.7573 0.9035
C -0.3351 1.0842 2.0156 0.4878 0.8991 0.8533 -0.3564
C 0.9888 1.3480 1.5354 -1.5435 0.7363 0.8402 0.2709
F 1.5387 0.3113 0.8006 0.1320 0.3627 -0.0421 -0.3509
C 1.6195 2.5396 1.8514 0.9071 0.5885 1.1753 0.2894
F 2.8772 2.7935 1.3856 -0.9505 -0.3842 0.1509 -0.3885
C 1.0678 3.4587 2.8097 1.2105 -1.4148 -2.0396 -0.7771
C -0.2070 3.1942 3.2285 0.1517 0.5062 0.4306 0.5470
F -0.7720 4.1265 3.9906 -0.4186 -0.3230 0.2251 -0.3604
C -0.9040 2.0409 2.9005 0.4433 -0.1753 -0.7675 0.4751
F -2.1466 1.9025 3.3833 0.1257 0.0104 -0.2069 -0.3850
H -2.0514 -4.7112 1.5062 1.0477 0.5962 -0.5871 0.3805
H -0.6269 -4.4844 0.2890 -0.5803 0.0646 0.6352 0.1756
H -2.2533 -3.8011 0.0249 -0.0008 0.2684 -0.1562 0.2308
H -0.2417 -3.8398 3.2275 -0.8088 0.1046 -0.2777 0.3992
H 0.1930 -2.1163 3.0748 -0.0714 -0.3765 -0.2303 0.2079
H 0.8739 -3.3410 1.9940 -0.1369 0.1893 0.2191 -0.0752
H -2.4421 -2.6927 3.0862 0.0274 0.9133 -1.1413 0.2827
H -3.1100 -2.1236 1.4930 0.6610 -0.1668 0.2616 0.3536
H -1.6713 -0.5691 3.5908 -0.0025 0.2087 -0.7850 0.5879
H -2.9256 -0.1664 2.4449 -0.5135 0.9164 -0.1566 0.3974
H 1.6713 4.2825 3.1943 -0.3607 -0.1520 -0.3175 0.5350
N -1.1213 -3.1721 -3.5326 0.2057 1.8644 1.9498 -0.0459
C -2.4214 -2.6259 -3.5869 1.2243 -0.3832 0.5599 -0.7817
C -2.5591 -1.8628 -2.4648 1.1966 0.5870 0.3734 -0.6190
N -1.3258 -1.8094 -1.7531 -1.0542 -1.5181 -1.4879 1.1710
C -0.4883 -2.6270 -2.4001 -1.7558 -0.6644 -1.6473 -0.4586
C 0.8071 -2.9972 -1.8277 0.6040 0.3540 0.6957 -0.5153
N 1.2371 -2.4053 -0.6834 1.7920 -2.5324 -1.1987 1.5844
C 2.4752 -3.0769 -0.3430 -2.4093 1.9751 -1.2133 -1.3586
C 2.7339 -3.9606 -1.3016 0.5366 -1.7895 -1.5066 -1.0554
N 1.6722 -3.9447 -2.2301 0.7482 0.8624 1.3543 0.0374
H -0.6167 -3.5987 -4.2908 -0.2076 -0.3112 -0.1765 0.2779
H -3.0997 -2.8335 -4.4099 0.2091 -0.0381 0.3358 0.4651
H -3.3998 -1.2680 -2.1169 0.2483 -0.3310 -0.2023 0.5347
H 3.0456 -2.7236 0.4724 0.4834 0.3432 0.8862 1.3357
H 3.5837 -4.6660 -1.4461 -0.9009 0.7989 0.1870 0.4496
H 1.7090 -4.4449 -3.0928 -0.2762 -0.3552 -0.4160 0.2411
C 2.8172 0.7972 -2.7099 0.8649 -1.1871 0.5326 -0.9871
N 2.0228 1.9671 -2.3531 0.2326 -0.5029 0.1807 0.2485
C 2.5594 3.2319 -2.4619 -1.6566 0.9791 0.9647 -0.6384
C 1.8613 4.3048 -1.9880 0.5322 -0.2610 -0.3735 -1.0058
C 0.5087 4.1484 -1.5172 1.2154 -0.3299 -0.3423 0.8196
N 0.0184 2.8636 -1.5149 -0.7680 -0.4346 0.0515 0.7072
C 0.8089 1.7451 -1.7877 -0.8164 -0.1412 0.4183 -0.0480
O 0.3584 0.5691 -1.5455 0.6826 1.9552 -0.5081 -0.5587
N -0.1714 5.2150 -1.1402 -0.5247 -0.9186 -0.0562 -0.1320
H 3.6005 0.5509 -1.9481 -0.7224 0.4818 -0.3849 0.3327
H 3.3388 0.9175 -3.6605 -0.3421 0.2169 0.0042 0.4597
H 2.1273 -0.0536 -2.7367 0.3620 0.2588 -0.2793 0.1386
H 3.5293 3.3512 -2.9060 0.2793 -0.2702 -0.0779 0.6070
H 2.3004 5.3015 -2.0223 -0.1129 -0.3172 -0.0491 0.5485
H 0.2719 6.1201 -1.0952 0.1341 -0.0489 -0.1761 0.2783
H -1.1458 5.1435 -0.8091 0.4971 0.0786 -0.0934 0.0202
C 3.7388 -4.9696 1.9954 -0.1172 -0.2663 0.2464 -0.7183
N 3.6298 -4.6705 3.4351 0.3404 -0.6103 0.4296 0.3072
C 3.6541 -5.6150 4.4820 0.1570 -0.4342 -1.8325 -0.5805
C 3.8327 -4.9738 5.6279 -0.0882 0.6882 0.7523 -0.3278
N 3.8618 -3.6194 5.3571 0.3710 0.6640 -1.8213 0.2235
C 4.0482 -2.4939 6.2705 -0.3999 0.9516 -0.2938 -0.8811
C 3.7802 -3.4471 3.9789 -0.5014 -0.6155 1.4494 -0.3802
Se 3.7077 -1.9021 3.0606 -0.0035 1.2599 -0.6747 -0.1116
H 3.3813 -5.9891 1.7800 0.0082 0.3905 0.3604 0.2965
H 4.7702 -4.9074 1.6385 0.0779 0.0454 0.3393 0.4474
H 3.1757 -4.2503 1.3987 -0.0369 -0.4241 0.7375 -0.1752
H 3.6008 -6.6495 4.2267 -0.0014 -0.3886 0.2261 0.4581
H 3.9606 -5.3493 6.6204 -0.0864 -0.1260 0.2473 0.4756
H 3.0889 -2.0125 6.5429 0.3346 -0.1660 -0.6202 0.2897
H 4.7429 -1.7354 5.8361 -0.6647 -0.7259 0.2049 0.3326
H 4.4298 -2.8079 7.2134 0.5981 -0.6684 0.5277 0.3615
Ge -1.9503 2.4151 -1.6403 -1.2643 0.9470 0.8791 1.7239
C -2.3485 2.3315 -3.5247 -1.8749 -1.3082 1.6319 -0.2204
C -3.2014 1.2701 -3.9309 1.0450 -0.2567 0.0945 -0.5442
C -3.0874 0.8090 -5.2235 0.8578 0.4344 -0.9722 -0.6965
C -2.2283 1.4848 -6.1355 -0.4433 0.0588 1.2143 -0.6391
C -1.5448 2.6467 -5.7230 -0.5469 -0.5422 -1.6765 -0.8028
C -1.7120 3.1150 -4.4280 1.0679 0.7800 -1.1610 0.1422
C -2.9309 3.9083 -0.7972 0.0996 -0.4634 -0.6641 -0.1163
C -2.6177 4.5210 0.4055 -0.1036 0.8166 0.9386 -0.1865
C -3.1985 5.7463 0.7771 -1.4796 -0.3834 -0.4797 -0.3655
C -4.3696 6.1959 0.1046 0.9128 -0.8742 -0.4190 -0.6243
C -4.7509 5.4880 -1.0541 0.2827 0.3083 0.4329 -0.6479
C -3.9730 4.4385 -1.5594 -0.3144 0.3676 0.6194 -0.9492
H -2.1219 1.0396 -0.9453 0.1348 0.3727 -0.0887 -0.5265
H -3.8995 0.7494 -3.2659 0.5674 0.2471 0.1188 0.6523
H -3.5329 -0.1388 -5.5183 -0.4193 0.4610 -0.1357 0.4397
H -2.2144 1.1204 -7.1522 0.4375 0.0658 -0.0618 0.4766
H -0.9090 3.1608 -6.4676 -0.6241 -0.0656 0.5934 0.4283
H -1.4108 4.1353 -4.1832 0.6554 -0.4155 0.2016 0.4990
H -1.9603 4.0444 1.1228 0.4501 0.1141 -0.1520 0.5144
H -2.8552 6.2883 1.6424 0.0484 -0.1252 0.2748 0.4806
H -4.9640 7.0395 0.4836 0.4479 -0.4104 -0.2902 0.4270
H -5.6483 5.7600 -1.5903 -0.0149 0.1603 -0.0322 0.4326
H -4.2463 4.0030 -2.5038 -0.0443 -0.1005 -0.2737 0.4387